(1)
{
  "formula": "C18H28Cl4O12",
  "method": "the ωB97M-V functional and the def2-TZVPD basis",
  "elements": ["C", "C", "C", "O", "C", "O", "O", "H", "H", "H", "H", "H", "H", "C", "C", "C", "O", "C", "O", "O", "H", "H", "H", "H", "H", "H", "C", "C", "C", "O", "C", "O", "O", "H", "H", "H", "H", "H", "H", "C", "C", "C", "O", "C", "O", "O", "H", "H", "H", "H", "H", "H", "C", "Cl", "Cl", "H", "H", "C", "Cl", "Cl", "H", "H"],
  "positions_angstrom": [[0.7484, -0.0275, -5.5740], [0.0553, 0.1274, -4.2404], [0.7561, 0.1458, -2.8608], [0.1803, 1.2483, -2.1833], [-0.6143, 1.9274, -3.0442], [-1.3048, 2.8274, -2.7054], [-0.5406, 1.4537, -4.2818], [0.0182, 0.2834, -6.3239], [1.0341, -1.0399, -5.8565], [1.6261, 0.6055, -5.7337], [-0.6853, -0.6784, -4.2226], [1.8354, 0.0726, -3.0044], [0.4994, -0.8252, -2.4381], [-1.0664, 2.8267, 6.6030], [-1.0174, 2.0681, 5.2820], [0.3620, 2.2800, 4.5855], [0.9128, 0.9691, 4.4514], [0.0990, 0.0487, 5.0151], [0.1967, -1.1258, 4.9048], [-0.9517, 0.6704, 5.5874], [-0.7895, 3.8721, 6.4920], [-0.3328, 2.3277, 7.2431], [-2.0246, 2.7079, 7.1046], [-1.8523, 2.3341, 4.6421], [1.0627, 2.8674, 5.1772], [0.2611, 2.7277, 3.6002], [-2.2322, 1.6586, 0.8754], [-1.8105, 3.1265, 0.9287], [-2.7643, 4.0904, 0.1972], [-3.5949, 4.6765, 1.2097], [-3.0786, 4.3803, 2.4248], [-3.4756, 4.7631, 3.4621], [-1.9621, 3.6481, 2.2732], [-3.3010, 1.4781, 0.8733], [-1.7378, 1.0874, 1.6562], [-1.7743, 1.4380, -0.0948], [-0.7999, 3.3490, 0.6026], [-3.3969, 3.6595, -0.5669], [-2.1379, 4.8928, -0.2009], [-0.5586, -4.9646, -0.7133], [0.7280, -4.3909, -1.2850], [1.4624, -5.3801, -2.2215], [1.4940, -4.7191, -3.4874], [0.6931, -3.6532, -3.4585], [0.3789, -3.0029, -4.3863], [0.3932, -3.3123, -2.1962], [-0.9599, -4.1569, -0.0952], [-0.3451, -5.8582, -0.1362], [-1.3010, -5.0678, -1.5028], [1.3678, -3.9110, -0.5505], [0.8335, -6.2561, -2.3969], [2.3851, -5.7203, -1.7610], [0.9051, -0.2634, 1.0329], [-0.3795, -1.3498, 1.6431], [1.9757, -1.2525, -0.0005], [0.4416, 0.5254, 0.4562], [1.4833, 0.0834, 1.8787], [4.6066, -1.9635, -2.4169], [3.7451, -1.3606, -3.8531], [4.4196, -3.7161, -2.3747], [5.6556, -1.7160, -2.5131], [4.1739, -1.5368, -1.5215]],
  "nbo_charge": [-0.638, 0.067, -0.125, -0.507, 0.981, -0.605, -0.485, 0.230, 0.244, 0.209, 0.201, 0.202, 0.212, -0.623, 0.064, -0.093, -0.512, 0.978, -0.574, -0.500, 0.221, 0.213, 0.227, 0.211, 0.188, 0.198, -0.647, 0.075, -0.093, -0.491, 0.974, -0.580, -0.527, 0.227, 0.224, 0.228, 0.203, 0.213, 0.190, -0.636, 0.067, -0.100, -0.482, 0.982, -0.602, -0.509, 0.231, 0.223, 0.223, 0.206, 0.185, 0.207, -0.371, -0.027, -0.060, 0.230, 0.239, -0.386, -0.029, -0.028, 0.227, 0.228],
  "smiles": "C[C@H]1COC(=O)O1.C[C@H]1COC(=O)O1.C[C@H]1COC(=O)O1.C[C@H]1COC(=O)O1.ClCCl.ClCCl",
  "multiplicity": 1
}



(2)
{
  "formula": "C18H28ClNO",
  "method": "the ωB97M-V functional and the def2-TZVPD basis",
  "elements": ["C", "H", "C", "H", "C", "C", "H", "H", "H", "H", "C", "N", "C", "C", "H", "H", "C", "C", "C", "H", "H", "H", "H", "C", "O", "H", "H", "H", "C", "C", "C", "C", "C", "C", "C", "Cl", "H", "H", "H", "H", "H", "H", "H", "H", "H", "H", "H", "H", "H"],
  "positions_angstrom": [[-5.8333, -2.4312, 0.8008], [-6.7545, -2.3603, 0.2290], [-5.2476, -1.0518, 1.0818], [-5.9824, -0.4473, 1.6192], [-4.8188, -0.3029, -0.1869], [-6.0349, 0.1433, -0.9971], [-5.7171, 0.6525, -1.9038], [-6.6436, -0.7093, -1.2859], [-6.6518, 0.8246, -0.4139], [-4.2266, -0.9781, -0.8122], [-3.9271, 0.9097, 0.1498], [-2.5599, 0.7224, -0.3058], [-1.8261, -0.2239, 0.5127], [-0.4552, -0.5233, -0.0919], [-0.6221, -0.9986, -1.0597], [0.0728, -1.2261, 0.5549], [0.3934, 0.7341, -0.3142], [-0.4857, 1.7407, -1.0725], [-1.8310, 1.9731, -0.3909], [-2.4174, 2.6711, -0.9955], [-1.6915, 2.4321, 0.6063], [0.0362, 2.6915, -1.2021], [-0.6874, 1.3385, -2.0671], [0.8697, 1.2981, 1.0410], [1.5261, 2.5373, 0.9512], [0.8936, 3.2017, 0.6578], [0.0239, 1.3728, 1.7362], [1.5963, 0.6086, 1.4778], [1.6310, 0.4297, -1.1969], [2.5314, -0.6513, -0.6711], [2.2267, -1.9903, -0.9013], [3.0202, -3.0135, -0.4180], [4.1611, -2.7167, 0.3075], [4.5079, -1.3965, 0.5226], [3.7042, -0.3774, 0.0320], [4.2261, 1.2530, 0.2986], [5.4061, -1.1457, 1.0651], [4.7873, -3.5072, 0.6924], [2.7512, -4.0410, -0.6122], [1.3500, -2.2319, -1.4827], [2.2001, 1.3556, -1.2934], [1.2794, 0.1367, -2.1887], [-2.3921, -1.1560, 0.5543], [-1.7193, 0.1449, 1.5503], [-4.3165, 1.7920, -0.3630], [-3.9636, 1.1198, 1.2342], [-4.3812, -1.1719, 1.7361], [-6.0555, -2.9417, 1.7352], [-5.1258, -3.0381, 0.2393]],
  "nbo_charge": [-0.605, 0.201, -0.390, 0.196, -0.231, -0.601, 0.209, 0.207, 0.199, 0.205, -0.203, -0.445, -0.223, -0.411, 0.208, 0.219, -0.039, -0.406, -0.218, 0.204, 0.154, 0.203, 0.215, -0.076, -0.714, 0.461, 0.164, 0.190, -0.427, -0.072, -0.140, -0.234, -0.205, -0.228, -0.028, 0.015, 0.226, 0.217, 0.214, 0.203, 0.240, 0.214, 0.204, 0.160, 0.196, 0.164, 0.197, 0.210, 0.200],
  "smiles": "CC[C@@H](C)CN1CCC(CO)(Cc2ccccc2Cl)CC1",
  "multiplicity": 1
}



(3)
{
  "formula": "C18H28ClO6P",
  "method": "the ωB97M-V functional and the def2-TZVPD basis",
  "elements": ["C", "C", "P", "C", "C", "C", "Cl", "C", "C", "C", "C", "C", "C", "C", "H", "H", "H", "H", "H", "H", "H", "H", "H", "H", "H", "H", "H", "H", "H", "H", "C", "O", "C", "O", "O", "C", "H", "H", "H", "H", "H", "H", "C", "O", "C", "O", "O", "C", "H", "H", "H", "H", "H", "H"],
  "positions_angstrom": [[0.7262, -4.2776, 1.1328], [0.1542, -4.0139, -0.1674], [0.0657, -2.2035, -0.5818], [1.6533, -1.7097, -1.5193], [2.4914, -0.8374, -0.4781], [1.8995, 0.6096, -0.3729], [2.2129, 1.5627, -1.8887], [-1.4527, -1.8580, -1.6973], [-2.3916, -0.9466, -0.8198], [-3.3732, -1.5944, 0.0346], [-4.2440, -0.7296, 0.9008], [-4.0245, 0.7237, 0.8332], [-3.0374, 1.3499, -0.0513], [-2.1943, 0.5023, -0.8919], [0.0416, -4.2290, 2.0159], [1.8296, -4.4631, 1.2059], [-0.2332, -4.8244, -0.8389], [1.3165, -1.0987, -2.4054], [2.2466, -2.6059, -1.8459], [2.3010, -1.3262, 0.5253], [3.5938, -0.8797, -0.6567], [2.4222, 1.1179, 0.4830], [0.8056, 0.6081, -0.1000], [-1.0485, -1.2907, -2.5755], [-1.9680, -2.8133, -1.9940], [-3.4294, -2.7127, 0.0092], [-5.0107, -1.1974, 1.5564], [-4.6410, 1.3846, 1.4888], [-2.8875, 2.4499, -0.1290], [-1.4066, 0.8702, -1.5889], [4.7461, 6.9150, -5.3781], [5.2473, 5.5805, -5.3208], [4.3785, 4.6889, -4.8271], [3.2606, 4.9262, -4.4480], [4.9700, 3.4891, -4.8290], [4.1522, 2.4328, -4.3239], [5.5325, 7.5441, -5.7920], [3.8753, 6.9717, -6.0323], [4.5009, 7.2775, -4.3791], [3.2578, 2.3115, -4.9368], [3.8841, 2.6165, -3.2834], [4.7316, 1.5120, -4.3731], [-2.0368, -2.1836, 3.5748], [-2.5759, -2.7324, 4.7793], [-2.9138, -1.8186, 5.6957], [-2.8007, -0.6254, 5.5813], [-3.4007, -2.4634, 6.7643], [-3.8049, -1.6058, 7.8304], [-1.7999, -3.0139, 2.9109], [-2.7609, -1.5458, 3.0724], [-1.1172, -1.6356, 3.7835], [-4.6072, -0.9413, 7.5072], [-2.9570, -1.0310, 8.2049], [-4.1794, -2.2359, 8.6354]],
  "nbo_charge": [-0.362, -0.534, 0.724, -0.680, -0.430, -0.378, -0.092, -0.719, -0.001, -0.243, -0.209, -0.234, -0.201, -0.239, 0.208, 0.207, 0.205, 0.241, 0.239, 0.227, 0.224, 0.223, 0.236, 0.232, 0.237, 0.222, 0.227, 0.222, 0.226, 0.223, -0.256, -0.495, 0.978, -0.639, -0.495, -0.261, 0.195, 0.192, 0.192, 0.191, 0.201, 0.195, -0.256, -0.497, 0.978, -0.639, -0.496, -0.256, 0.189, 0.202, 0.194, 0.192, 0.192, 0.195],
  "smiles": "C=CP(CCCCl)Cc1ccccc1.COC(=O)OC.COC(=O)OC",
  "multiplicity": 1
}



(4)
{
  "formula": "C18H28F3NO9PS",
  "method": "the ωB97M-V functional and the def2-TZVPD basis",
  "elements": ["C", "C", "C", "C", "C", "C", "C", "O", "C", "C", "N", "C", "C", "C", "F", "C", "F", "F", "C", "O", "C", "C", "O", "C", "C", "P", "O", "O", "H", "H", "H", "H", "H", "H", "H", "H", "H", "H", "H", "H", "H", "H", "H", "H", "H", "H", "H", "H", "H", "H", "H", "H", "H", "H", "H", "H", "O", "S", "O", "O", "O"],
  "positions_angstrom": [[4.1241, -1.6142, -1.0029], [3.2798, -0.9171, -0.2796], [2.0818, -0.1257, 0.5000], [1.9612, 1.2072, -0.4534], [3.3164, 2.0378, -0.7816], [3.1946, 3.6144, -0.3494], [2.1189, 4.4272, -1.2343], [1.4584, 5.3681, -0.3158], [0.0044, 5.2747, -0.4835], [1.5845, 0.3624, -1.8124], [0.8837, -0.7599, -1.4617], [0.4967, -1.6802, -2.5748], [-0.8988, -2.4637, -2.3686], [-2.0567, -1.9803, -3.4160], [-1.8127, -1.0519, -4.4971], [-3.3936, -2.5371, -3.1417], [-4.1908, -1.8856, -2.1255], [-3.7975, -3.7133, -3.8614], [0.6971, -0.8300, 0.0186], [0.2929, -2.0963, 0.6046], [1.1218, -2.4888, 1.7360], [0.3640, -3.7792, 2.4084], [-0.3866, -3.2577, 3.5438], [-1.5503, -4.0715, 3.8422], [-2.8206, -3.7715, 2.8731], [-0.9070, 0.2445, 0.3116], [-1.7796, -0.3213, 1.6749], [-1.8654, 0.3131, -1.1103], [4.8153, -2.3210, -1.6009], [2.2363, 0.1048, 1.6115], [1.2428, 2.0417, -0.1249], [3.4921, 1.9521, -1.9280], [4.2558, 1.6481, -0.2178], [4.2364, 4.0821, -0.5695], [3.0460, 3.7204, 0.7936], [1.3724, 3.7542, -1.7918], [2.7074, 5.1094, -1.9767], [-0.4735, 6.1082, 0.1720], [-0.3361, 4.2483, -0.0944], [-0.2632, 5.4746, -1.5896], [1.9119, 0.6822, -2.8743], [0.5343, -1.0665, -3.5493], [1.3331, -2.4872, -2.6523], [-0.6929, -3.5766, -2.6510], [-1.3727, -2.3530, -1.3268], [1.1960, -1.7115, 2.5780], [2.1295, -2.8732, 1.3394], [1.0860, -4.6295, 2.6839], [-0.3683, -4.1870, 1.5998], [-1.3146, -5.2124, 3.9058], [-1.8942, -3.7691, 4.9105], [-3.1874, -2.7000, 3.0656], [-3.7031, -4.4948, 3.0999], [-2.5671, -3.8521, 1.7535], [-2.6745, -0.6420, 1.3709], [-1.7010, 1.1388, -1.6296], [-3.2725, 4.1488, 3.3260], [-3.2812, 4.4471, 1.8798], [-2.1923, 3.6971, 1.2146], [-3.0750, 5.8954, 1.6728], [-4.5796, 4.0447, 1.3009]],
  "nbo_charge": [-0.267, -0.057, -0.284, -0.299, -0.414, -0.431, -0.085, -0.574, -0.287, 0.140, -0.375, -0.226, -0.478, 0.269, -0.336, 0.624, -0.296, -0.319, 0.166, -0.564, -0.105, -0.080, -0.546, -0.074, -0.657, 1.343, -0.920, -0.996, 0.277, 0.295, 0.316, 0.197, 0.227, 0.206, 0.240, 0.172, 0.181, 0.249, 0.227, 0.146, 0.252, 0.243, 0.222, 0.234, 0.279, 0.217, 0.191, 0.179, 0.186, 0.165, 0.201, 0.230, 0.217, 0.203, 0.502, 0.533, -1.042, 2.567, -1.070, -1.057, -1.059],
  "charge": -1,
  "multiplicity": 1
}



Here are the calculated LUMO level numbers, same order: 0.3, 0.8, -1.1, -0.3 (eV).
Here are the calculated calculated total energy numbers, same order: -3446.37175, -1292.87242, -1955.44734, -2473.07931 (a.u.).